1.
Density functional theory data (ωB97M-V/def2-TZVPD) for a molecular structure, C33H28N5O2PPtS2.

Last column: Löwdin charge in e.
Geometry (Å):
N: -0.31096 3.49244 -0.94667  -0.123
C: 3.03370 -2.96929 -3.80012  -0.148
C: -0.45981 -2.74997 -0.91683  -0.315
H: -1.12815 -0.93550 -1.81871  0.089
H: -3.14517 2.92583 -1.04390  0.120
H: -1.69457 -1.23219 5.70723  0.095
H: -2.03597 6.77455 0.39260  0.105
C: 1.62314 2.64604 1.85546  -0.302
C: 2.35401 -2.63884 0.06188  -0.307
C: -2.33510 -4.02848 -2.53313  -0.117
H: 2.57620 4.33241 2.84956  0.043
H: -1.76092 1.18342 4.99535  0.088
C: -3.35934 3.78101 -0.41548  -0.053
C: -4.47140 3.78987 0.40551  -0.041
N: 0.16779 -2.37553 1.73593  -0.064
H: 3.81925 -3.53991 -4.28878  0.059
H: -0.83440 1.75436 2.75096  0.102
N: 0.81845 2.39644 0.76877  -0.125
C: -3.85004 5.95871 1.22703  -0.049
P: 0.78295 -1.91755 0.12713  0.809
H: -3.05574 -4.52580 -3.17249  0.086
C: -0.57944 -4.13851 -0.89809  -0.106
H: -5.14588 2.94054 0.41350  0.105
H: 5.22958 -2.26264 -1.85359  0.095
C: 1.94355 3.93500 2.07372  -0.442
H: 3.69906 -0.29974 -1.90527  0.112
C: 4.59537 -2.53102 -1.01195  -0.075
C: -2.73338 5.94740 0.39955  -0.063
S: 1.22397 4.93628 0.85917  1.005
H: -4.03790 6.80986 1.87327  0.100
C: -0.80384 -1.87144 3.88422  -0.031
O: -0.30825 6.02794 -1.17869  -0.407
C: -2.19849 -2.64765 -2.57923  -0.090
C: 3.00364 -3.12310 1.21194  -0.184
C: 0.50300 3.50124 0.10752  -0.678
C: -0.31108 -1.47562 2.61981  -0.372
C: -1.26678 -2.00882 -1.77304  -0.090
C: 2.80251 -0.90053 -1.71912  -0.228
H: -2.80195 -2.06328 -3.26338  0.095
S: -1.03199 4.79650 -1.45363  0.526
C: 4.34983 -3.37894 1.26640  -0.185
H: 2.48039 -2.01605 -5.59647  0.069
H: 4.81629 -3.74340 2.17346  0.048
C: -1.31849 -0.92849 4.73698  -0.105
C: 1.47756 -0.17710 -1.40798  -0.285
N: -0.32501 -0.16590 2.27454  -0.065
H: -0.76727 -2.91816 4.15664  0.101
C: 2.65541 -3.30691 -2.37812  -0.156
H: 2.42017 -3.27201 2.11788  0.071
C: -0.84508 0.73493 3.11660  -0.142
C: 1.37924 -1.15498 -3.92205  -0.134
C: 2.32263 -2.05766 -4.51487  -0.193
C: -4.72473 4.87893 1.24065  -0.339
C: 5.14104 -3.02782 0.11042  -0.160
C: -2.48773 4.86340 -0.42350  -0.278
H: 0.08310 -3.34508 1.99929  0.101
H: 1.55906 -3.29528 -2.36547  0.091
C: 3.11622 -2.34548 -1.23601  -0.411
H: 0.53678 -0.75764 -4.47902  0.060
H: 2.96526 -4.32517 -2.10962  0.108
C: -1.35458 0.41423 4.35484  -0.097
H: -5.75642 5.45387 2.88787  0.072
N: -5.87626 4.89540 2.05597  0.066
O: -1.50633 4.59557 -2.79821  -0.323
H: -1.60165 -5.85727 -1.67417  0.088
H: 1.96322 1.80268 2.43993  0.095
C: -1.52052 -4.77622 -1.69117  -0.111
H: 6.22135 -3.15159 0.15708  0.073
C: 1.62900 -0.77751 -2.61093  -0.325
Pt: 0.53506 0.19524 0.35306  0.871
H: -6.18837 3.96830 2.30435  0.073
H: 0.10522 -4.71829 -0.28636  0.101

Output
* gap between HOMO and LUMO: 3.3 eV
* charge: -2
* energy above the lowest of the compared OMol25 structures with the same formula, charge and spin: 19.8 kcal per mole
* total energy: -2955.54467 Eh
* HOMO energy: 0.0197 Eh
* LUMO: 3.849 eV


2.
Density functional theory data (ωB97M-V/def2-TZVPD) for a gas-phase ion, C7H9N2S (charge +1) in a non-equilibrium geometry.

Last column: Löwdin charge in e.
Geometry (Å):
C: 0.70917 -1.47184 -0.61890  -0.112
N: 1.43949 0.70893 -0.29125  -0.140
C: 1.73295 -0.58657 -0.52369  -0.091
H: -2.41836 -1.72952 -0.98833  0.188
C: -2.30376 -0.66024 0.99516  -0.082
N: -0.43986 -0.95657 -0.58131  0.079
H: 2.96350 1.30687 1.18417  0.113
H: 3.36053 1.62367 -0.55118  0.105
C: -1.79064 -1.01019 -0.38066  -0.251
H: 0.70093 -2.55653 -0.47970  0.164
H: -1.54441 -0.70642 1.73709  0.116
C: 0.16945 0.94440 -0.23937  -0.323
H: 2.82530 -0.84481 -0.65276  0.158
S: -1.25326 1.77664 -0.25339  1.107
H: -3.25763 -1.20511 1.24842  0.152
H: 2.27449 2.69558 0.36891  0.156
C: -2.40210 0.36029 -0.03386  -0.406
H: -3.31704 0.77881 -0.12177  0.068
C: 2.55125 1.53263 0.18244  -0.001

Output
* gap between HOMO and LUMO: 7.5 eV
* charge: +1
* energy above the lowest of the compared OMol25 structures with the same formula, charge and spin: 117.9 kcal per mole
* total energy: -779.39390 Eh
* HOMO energy: -0.4393 Eh
* LUMO: -4.407 eV


3.
Density functional theory data (ωB97M-V/def2-TZVPD) for 2 unconnected molecules or ions with the total composition C5H14N2O2 in a non-equilibrium geometry.

Last column: Löwdin charge in e.
Geometry (Å):
C: 0.27428 -1.12321 -0.48397  -0.173
H: 0.55675 -2.53603 1.21304  0.115
O: 2.61118 2.20891 -1.02180  -0.063
C: 0.63739 0.67125 1.28505  -0.048
H: 0.69155 -3.23036 -0.24168  0.101
H: -0.04728 -1.15815 -1.52734  0.111
C: -0.31382 0.08005 0.26678  -0.377
C: -1.57319 2.11275 -0.40847  -0.359
H: -1.19637 -0.34862 0.73910  0.126
H: 1.33572 1.41021 0.88620  0.065
H: -1.76250 2.29472 0.63789  0.129
H: 1.78746 2.14058 -1.51930  0.026
H: -1.62124 -2.67313 1.27137  0.054
N: -0.74280 1.08981 -0.71266  0.056
H: 1.14302 -0.08036 1.89723  0.084
H: 1.36070 -1.01737 -0.66653  0.126
H: 0.03143 1.23388 2.00619  0.074
O: -2.08835 2.83914 -1.23669  0.011
C: 0.09735 -2.44061 0.21956  -0.294
H: -0.75221 0.78503 -1.67667  0.134
H: -1.93594 -2.47404 -0.25882  0.067
H: 2.78438 3.15882 -1.02914  0.044
N: -1.27751 -2.94325 0.36064  -0.008

Output
* gap between HOMO and LUMO: 10.3 eV
* SMILES string: C[C@H](CCN)NC=O.O
* energy above the lowest of the compared OMol25 structures with the same formula, charge and spin: 28.2 kcal per mole
* total energy: -458.89263 Eh
* HOMO energy: -0.3546 Eh
* LUMO: 0.698 eV